No. 1
{"formula": "C8H16N2O", "method": "wB97M-V/def2-TZVPD", "gap_ev": 8.36, "charge": 2, "homo_ev": -17.9, "energy_ev": -13562.28546, "symbols": ["O", "N", "N", "C", "C", "C", "C", "C", "C", "C", "C", "H", "H", "H", "H", "H", "H", "H", "H", "H", "H", "H", "H", "H", "H", "H", "H"], "positions_angstrom": [[-2.07531, 1.11112, 0.91691], [-0.94427, -0.78403, -0.02576], [-0.12529, 1.46177, -0.07675], [0.19283, -1.34095, -0.75088], [-0.39726, 2.49303, -0.76342], [1.15388, 1.26440, 0.57094], [2.87406, -0.46420, 1.03289], [-1.14387, 0.46433, 0.27816], [-1.96122, -1.82978, 0.31178], [2.03395, 0.25582, -0.07808], [1.41653, -0.84739, -0.89823], [1.61986, 2.20878, 0.75247], [-1.27161, 2.58780, -1.34268], [0.19096, 3.38079, -0.77928], [-3.09662, 0.07668, -1.22680], [3.25965, 0.24608, 1.81324], [2.77381, 0.73361, -0.87211], [2.17000, -1.12626, 1.56778], [3.74619, -0.95994, 0.66587], [-1.71835, -2.74527, -0.23563], [-1.90890, -2.04118, 1.35772], [-2.94158, -1.56399, -0.00134], [-0.22501, -2.17374, -1.35918], [-3.02895, 0.70404, 0.90819], [1.98074, -1.49122, -1.56492], [-3.36621, -0.48377, -1.66551], [0.79202, 0.86345, 1.46462]]}

No. 2
{"formula": "C5H28O10", "method": "wB97M-V/def2-TZVPD", "gap_ev": 9.51, "homo_ev": -9.4, "smiles": "C=C/C=C/C.O.O.O.O.O.O.O.O.O.O", "energy_ev": -26112.47503, "symbols": ["O", "O", "O", "O", "O", "O", "O", "O", "O", "O", "C", "C", "C", "C", "C", "H", "H", "H", "H", "H", "H", "H", "H", "H", "H", "H", "H", "H", "H", "H", "H", "H", "H", "H", "H", "H", "H", "H", "H", "H", "H", "H", "H"], "positions_angstrom": [[-2.39879, 2.79136, -1.07566], [-4.20022, -1.34060, 0.82966], [0.52584, -0.75363, 1.77409], [-0.88656, -3.09863, 0.82676], [-2.58988, 1.23255, 2.10057], [0.19880, -3.02701, 3.38556], [2.75594, 0.43247, -3.56302], [-0.33327, 2.53228, 1.02525], [-3.39737, 0.41902, -0.84346], [0.25673, 3.45290, -1.31691], [3.04309, 1.61699, -0.25957], [3.24446, -0.81938, -0.75255], [2.47773, 0.24727, -0.52725], [2.56870, -2.17237, -0.69689], [1.71417, -2.50276, -1.65418], [-4.29592, -0.49782, 0.33203], [-1.75445, 2.69446, -0.34489], [1.37280, -0.99167, 1.37860], [-1.87396, 3.31039, -1.69619], [0.62570, -3.37656, 2.59205], [3.49503, 1.01235, -3.39085], [0.54282, 2.54298, -1.40177], [-3.27805, 0.65617, 2.45171], [3.00708, 2.08817, -1.27340], [-1.55457, -3.68081, 0.44080], [2.28444, 2.41554, 0.01147], [0.20528, 1.71284, 1.04474], [3.05172, -2.78042, 0.03997], [0.29881, 3.78009, -0.41574], [-2.54673, 1.05683, 1.15281], [0.52622, -1.19812, 2.64029], [1.20826, -3.48751, -1.67183], [2.73033, -0.44611, -3.19574], [-0.70709, -2.96948, 3.05468], [1.39422, 0.25261, -0.51040], [4.32770, -0.70346, -0.88233], [1.49087, -1.82417, -2.47160], [-1.28384, -2.22710, 0.68690], [4.01010, 1.60222, 0.20758], [-3.27463, 0.18768, -1.76883], [-3.42504, 1.40410, -0.81905], [-0.95703, 2.46460, 1.76722], [-3.61830, -1.87438, 0.27687]]}

No. 3
{"formula": "C8H14ClN2OS", "method": "wB97M-V/def2-TZVPD", "gap_ev": 8.68, "charge": 1, "homo_ev": -12.4, "smiles": "ClC/C(=N\\[C@H]1CS1)[NH+]1CCOCC1", "energy_ev": -36898.69600, "symbols": ["Cl", "S", "O", "N", "N", "C", "C", "C", "C", "C", "C", "C", "C", "H", "H", "H", "H", "H", "H", "H", "H", "H", "H", "H", "H", "H", "H"], "positions_angstrom": [[1.19594, 3.03336, 0.27590], [-4.17153, -0.78509, 0.45031], [2.40939, -2.02651, 0.15851], [0.75378, 0.25775, 0.02539], [-1.56935, 0.27705, 0.00181], [2.57756, -1.00719, 1.12843], [1.98056, -1.57093, -1.07256], [-3.61171, -0.25481, -1.14579], [-0.56981, 1.05173, 0.15760], [0.59807, -0.94615, -0.88678], [-2.88572, 0.53094, -0.00944], [-0.46361, 2.46329, 0.59301], [1.34380, -0.27844, 1.38124], [0.17992, -0.51918, -1.81230], [1.49826, 0.82579, -0.36162], [-3.37344, 1.50187, 0.19372], [-4.18826, 0.37805, -1.94665], [0.66115, -1.01300, 1.84709], [-0.12804, -1.66591, -0.47842], [-1.08915, 3.06977, -0.04875], [-0.51973, 2.51122, 1.72475], [2.65204, -0.99808, -1.54567], [-2.93024, -0.93403, -1.75074], [3.07302, -1.44845, 2.07792], [3.30454, -0.37831, 0.53354], [1.81276, -2.51014, -1.70610], [1.45978, 0.43539, 2.21559]]}